C29H79N13O9 | ωB97M-V/def2-TZVPD

XYZ file:
```
130
Properties=species:S:1:pos:R:3:forces:R:3:mulliken_charge:R:1
C 4.68138 4.21578 2.55732 -0.36 -0.21 0.15 -2.02
C 4.29658 3.27035 1.43607 -0.25 1.01 0.06 1.67
C 4.53128 4.15384 0.14847 -1.02 -0.68 -1.38 -1.60
C 4.48664 3.28571 -1.13479 -0.21 0.92 1.19 0.14
C 5.65042 2.31107 -0.94049 -1.67 -1.05 -1.33 -1.35
C 5.52776 1.32542 0.26862 -0.63 1.24 0.08 1.68
N 5.22715 2.12609 1.48103 -0.09 2.36 -3.53 0.51
O 5.25299 1.43446 2.63485 -0.26 -1.05 1.75 -0.37
C 4.44984 0.24595 -0.03394 0.98 0.20 -0.90 -1.58
C 6.91765 0.76382 0.50443 -0.34 -0.64 -0.01 -2.09
C 2.76740 2.99727 1.60651 0.54 -0.83 -0.19 -1.75
H 5.62456 4.62535 2.19569 0.20 0.26 1.11 0.50
H 4.64118 3.69556 3.51432 0.75 0.00 0.09 0.47
H 3.90482 4.97032 2.68266 0.26 0.37 -0.35 0.40
H 3.81407 4.97430 0.17244 -0.59 -0.24 0.00 0.59
H 5.44113 4.72432 -0.03816 0.73 -0.38 1.26 0.38
H 4.58347 3.85135 -2.06150 0.59 0.38 0.12 0.49
H 3.49446 2.86990 -1.31027 0.06 -0.83 0.46 -0.35
H 6.61191 2.80815 -1.06913 0.00 0.15 0.66 0.32
H 5.54044 1.71714 -1.84782 0.57 -0.66 0.00 0.49
H 4.74289 -0.13099 -1.01381 -0.09 -0.41 -0.11 0.42
H 4.44794 -0.61241 0.63786 -0.08 0.28 0.29 0.37
H 3.45016 0.64788 -0.19884 0.02 0.13 0.39 0.17
H 6.78533 -0.06898 1.19510 0.60 0.04 0.20 0.36
H 7.40039 0.39586 -0.40093 -0.19 -0.07 -0.11 0.40
H 7.52727 1.57336 0.90582 0.10 -0.22 0.18 0.48
H 2.51579 2.37046 2.46202 0.53 -0.28 0.20 0.41
H 2.40035 2.44200 0.74334 -0.41 0.34 -0.15 0.12
H 2.21943 3.91060 1.83813 0.00 0.12 -0.68 0.47
H 6.03192 1.81434 3.04784 0.10 -0.36 0.59 0.34
C -4.28740 -0.99604 2.96772 2.01 3.95 1.83 -1.43
C -4.12283 -1.62935 1.65165 -0.91 -3.25 1.20 3.06
C -2.93711 -2.65891 1.59235 1.10 2.17 -0.64 -0.08
O -2.82911 -3.15550 0.28969 -2.44 -1.14 -0.20 -0.29
C -1.72762 -3.94304 0.10930 1.37 0.22 -0.60 -0.24
N -5.32652 -2.48745 1.74576 -0.80 -2.53 -0.86 -0.76
H -4.95616 -0.13680 2.91707 -0.64 -0.26 -0.25 0.34
H -3.41896 -0.45408 3.34214 0.73 0.06 -0.10 -0.08
H -4.58410 -1.56484 3.84894 -0.04 -0.64 -0.50 0.54
H -4.29193 -1.09135 0.71889 0.65 0.46 0.27 -1.75
H -2.94108 -3.42171 2.37096 -0.79 -0.43 0.08 0.29
H -1.92877 -2.26330 1.71418 0.18 1.18 0.76 -0.58
H -1.41325 -4.60771 0.91396 -0.46 -0.12 0.46 0.44
H -0.92191 -3.21990 -0.01720 0.88 -0.28 -0.21 -0.26
H -1.81872 -4.55070 -0.79101 -0.16 0.09 -0.06 0.21
H -4.91233 -3.39525 1.90210 -0.31 -0.94 -0.98 0.29
H -5.74486 -2.47806 2.66500 -0.39 1.11 0.03 0.30
C -2.00694 2.18057 -4.56210 -0.63 0.54 0.29 -0.37
C -2.04649 1.37085 -5.85756 1.26 -0.20 0.65 0.11
C -0.97973 1.86967 -6.88340 0.61 -0.56 0.45 -0.90
O 0.34097 2.00661 -6.33191 -0.12 0.64 0.55 -0.36
C 1.07015 0.78814 -6.19983 -0.41 0.50 -0.36 -0.54
N -1.80437 -0.00900 -5.38043 -0.94 0.47 0.01 -0.23
H -2.42690 3.17082 -4.73855 0.52 0.31 0.15 0.51
H -1.04843 2.19573 -4.04333 0.30 0.43 -0.77 -0.24
H -2.60831 1.75716 -3.75762 -0.53 -0.31 -0.39 -0.04
H -3.02143 1.52806 -6.31896 -0.14 -0.53 0.00 0.43
H -1.26028 2.82166 -7.33407 0.08 0.25 0.38 0.39
H -0.86749 1.18544 -7.72443 -0.44 -0.41 -0.13 0.44
H 2.11648 0.92936 -5.92900 -0.11 0.70 -0.08 0.23
H 1.04260 0.35551 -7.19991 0.01 -0.90 0.22 0.34
H 0.64731 0.19153 -5.39151 0.37 -0.41 -0.45 0.19
H -2.00869 -0.77361 -6.00790 0.43 0.16 -0.19 0.24
H -0.87794 -0.01731 -4.97824 -0.39 -0.59 -0.20 -0.23
C 2.73328 -2.54359 6.49760 -0.60 0.14 -1.84 -1.33
C 2.70212 -2.04467 4.96300 0.29 -2.22 -0.06 0.21
C 1.83042 -2.85038 3.89056 0.92 -0.07 1.05 -0.70
O 2.23547 -2.49841 2.59625 1.92 0.65 0.14 -0.28
C 1.48474 -3.08604 1.58771 -1.69 1.37 -0.78 -0.30
N 2.51093 -0.62441 4.81263 -0.23 0.08 0.21 -0.60
H 1.80102 -2.98021 6.85586 -0.19 0.17 -0.18 0.31
H 2.97145 -1.69723 7.14185 0.13 -0.04 -0.03 0.37
H 3.48793 -3.32297 6.60325 0.07 0.17 0.00 0.36
H 3.71422 -2.19395 4.58689 0.26 -0.76 0.15 0.38
H 0.75569 -2.68708 3.97041 -0.25 0.01 0.41 0.35
H 2.09257 -3.90787 3.92350 -0.40 -0.35 0.89 0.50
H 0.55176 -2.52957 1.67701 -0.82 -0.37 -0.50 -0.18
H 1.22417 -4.14443 1.58818 0.61 -0.31 0.63 0.30
H 1.86916 -2.82769 0.60101 0.48 -0.11 0.18 0.30
H 3.01797 -0.20989 5.58152 0.05 0.49 0.06 0.26
H 3.08039 -0.45371 3.99613 -0.21 0.93 -0.36 0.03
C 0.27071 -0.35908 -1.01611 0.05 -2.45 1.24 -0.78
C -0.22524 0.78423 -1.75372 -1.59 1.18 -0.18 2.00
C -1.09205 1.79067 -0.92308 2.36 -1.07 -0.76 -1.13
O -2.31035 1.23950 -0.69524 -1.43 -0.25 -0.41 0.17
C -3.00358 1.80797 0.37291 0.06 0.17 1.72 -0.07
N 0.88152 1.44389 -2.32015 1.29 1.43 -1.49 -0.54
H -0.59566 -0.91678 -0.66047 0.00 -0.11 0.76 -0.04
H 1.00442 -0.14118 -0.24004 -0.34 0.34 0.42 -0.53
H 0.82019 -1.07878 -1.62290 0.06 0.25 -0.57 0.54
H -0.85996 0.40933 -2.55664 -0.16 0.03 -0.20 -1.00
H -1.05794 2.74200 -1.45404 -0.58 0.32 -0.24 0.22
H -0.49699 1.93980 -0.02210 -0.12 0.19 0.69 0.60
H -2.33064 1.87724 1.22758 0.01 -0.28 0.36 0.16
H -3.84935 1.18840 0.67111 0.03 -0.17 -0.33 -0.38
H -3.33905 2.84262 0.30181 -0.15 0.27 -0.99 0.26
H 0.54983 1.99153 -3.10128 0.24 0.12 -0.45 0.46
H 1.21294 2.16957 -1.70076 0.39 0.00 0.49 0.11
C -7.42614 0.85362 0.42370 3.97 -4.40 -0.01 0.54
O -6.62322 -0.10138 0.30043 -2.63 0.59 0.89 -0.49
N -7.01117 1.99969 0.03176 0.60 5.19 -1.71 -0.43
N -8.58013 0.93963 1.05950 -2.36 -1.90 1.58 -0.49
H -7.53515 2.70552 0.52909 1.04 0.96 -0.55 0.19
H -6.03053 2.07624 -0.19757 -0.30 0.26 0.17 0.24
H -8.82084 0.05960 1.49275 -0.66 0.30 -0.08 0.25
H -9.27147 1.65242 0.87489 0.16 -0.43 0.02 0.18
C -4.37024 -1.05964 -2.02461 -5.13 -4.69 4.52 0.60
O -5.19221 -1.62992 -1.24038 1.92 1.18 -1.38 -0.68
N -4.63994 -0.02328 -2.68671 -1.55 6.45 -3.20 -0.19
N -3.30019 -1.64771 -2.40438 5.02 -3.07 -1.05 -0.17
H -4.04295 0.24847 -3.45474 -0.16 0.08 0.17 0.07
H -5.41257 0.58699 -2.46148 0.13 -0.45 0.13 0.27
H -2.54202 -1.16291 -2.86290 -0.17 -0.18 -0.01 -0.04
H -3.17890 -2.59426 -2.07357 0.19 0.40 0.20 0.12
C 0.73113 -4.73685 -2.34825 3.29 -0.57 1.13 0.62
O 1.86254 -4.67461 -1.86498 -0.56 -0.46 0.56 -0.65
N 0.08809 -3.69262 -2.74440 -2.40 3.41 -1.82 -0.20
N 0.08116 -5.87213 -2.55346 0.25 -3.14 0.47 -0.45
H -0.73089 -3.96557 -3.26867 -0.38 1.15 0.36 0.22
H 0.11158 -2.87913 -2.14625 -0.09 0.08 -0.54 0.06
H 0.54693 -6.57139 -1.99293 -0.46 -0.69 -0.61 0.22
H -0.82693 -6.03689 -2.96374 0.28 0.26 0.39 0.21
C -0.66063 0.89418 3.66217 -1.05 -0.38 -0.45 0.33
O -1.55281 1.66746 3.41219 -1.29 1.73 0.41 -0.66
N 0.01307 0.76805 4.77303 1.03 0.87 3.96 -0.28
N -0.37887 -0.06194 2.78230 0.65 -1.70 -2.11 0.52
H 0.68985 0.04870 4.98419 0.20 -0.15 -0.79 0.17
H -0.30143 1.22808 5.61539 -0.16 0.42 -0.51 0.23
H -0.98093 0.01859 1.97537 0.59 -0.21 -0.33 -0.45
H 0.57952 -0.37138 2.70589 -0.15 -0.26 -0.28 0.11
```
Forces are in eV/Å.

Summary:
Frontier orbital gap = 8.3 eV
E_tot = -2541.099537 Eh
Relative energy (zero: lowest compared OMol25 entry of this formula, charge and spin) = 110.71 kcal/mol
2S+1 = 1
Strongest force on any atom = 8.3 eV Å⁻¹